No. 1
Below is C4H7NO in the gas phase at a distorted geometry, with properties calculated with ωB97M-V with the def2-TZVPD basis set.

Each line ends with the natural charge from an NBO analysis.
Element x y z (Å)
1 O 2.4174 -1.0422 0.1831  -0.588
2 N 1.9723 -0.2585 -0.8801  -0.157
3 C 0.7228 -0.0415 -0.8363  0.053
4 C -0.1925 -0.2765 0.2637  -0.317
5 C -1.6697 -0.1495 0.1480  -0.404
6 C -0.9194 1.0753 0.5194  -0.388
7 H 3.3252 -1.2049 -0.0976  0.478
8 H 0.3211 0.4147 -1.7270  0.187
9 H 0.1756 -1.0064 0.9876  0.254
10 H -2.1443 -0.2183 -0.8205  0.216
11 H -2.1762 -0.6294 0.9746  0.223
12 H -0.8929 1.8751 -0.2391  0.222
13 H -0.9393 1.4619 1.5241  0.222

Atoms 1-2, force components in eV/Å:
0.4 0.1 0.3
-0.4 -0.3 -0.8

Summary:
**Energy above the lowest of the compared OMol25 structures with the same formula, charge and spin**: 337.5 kJ/mol
**Energy**: -286.5031 a.u.
**E_HOMO**: -0.3335 Eh
**Gap between HOMO and LUMO**: 10.219 eV
**LUMO level**: 0.0420 Eh
**SMILES**: O/N=C\C1CC1
**Charge**: 0
**Strongest force on any atom**: 1.032 eV Å⁻¹

***

No. 2
Below is C2H6ClN2P in the gas phase at a distorted geometry, with properties calculated with ωB97M-V with the def2-TZVPD basis set.

Each line ends with the natural charge from an NBO analysis.
Element x y z (Å)
1 C -0.0101 -1.0191 -2.1670  0.039
2 C 0.9772 0.8137 1.6636  -0.959
3 N -0.5361 -0.3293 -0.0481  -0.756
4 N -0.8727 -0.8939 -1.2773  -0.120
5 P 1.1215 0.1532 -0.0403  0.777
6 Cl -2.9439 -1.1941 -0.8767  -0.285
7 H -0.2273 -1.4506 -3.1597  0.220
8 H 1.3687 0.2509 2.4602  0.236
9 H -0.0823 1.0633 1.7460  0.229
10 H 1.5981 1.7308 1.6696  0.241
11 H -1.1558 -0.5348 0.7468  0.434
12 H 0.7629 1.4098 -0.7171  -0.055

Atoms 1-2, force components in eV/Å:
-2.9 -0.7 -0.1
0.2 1.8 -1.2

Summary:
**Energy above the lowest of the compared OMol25 structures with the same formula, charge and spin**: 399.5 kJ/mol
**Energy**: -990.6848 a.u.
**E_HOMO (alpha / beta)**: -0.3224 / -0.3224 Eh
**Gap between HOMO and LUMO (alpha / beta)**: 7.478 / 7.355 eV
**LUMO level (alpha / beta)**: -0.0476 / -0.0521 Eh
**Charge**: 0
**Strongest force on any atom**: 2.972 eV Å⁻¹

***

No. 3
Below is Br2O2S in the gas phase at a distorted geometry, with properties calculated with ωB97M-V with the def2-TZVPD basis set.

Each line ends with the natural charge from an NBO analysis.
Element x y z (Å)
1 O 1.5811 0.0178 -0.2502  -0.843
2 S 0.1705 0.1025 -0.2587  1.931
3 O -0.5750 0.6094 -1.3172  -0.852
4 Br -0.4477 1.2376 1.6044  -0.110
5 Br -0.7289 -1.9672 0.2218  -0.125

Atoms 1-2, force components in eV/Å:
0.2 -0.2 0.0
-0.1 -1.2 2.7

Summary:
**Energy above the lowest of the compared OMol25 structures with the same formula, charge and spin**: 19.5 kJ/mol
**Energy**: -5696.6671 a.u.
**E_HOMO**: -0.4157 Eh
**Gap between HOMO and LUMO**: 9.018 eV
**LUMO level**: -0.0843 Eh
**SMILES**: O=S(=O)(Br)Br
**Charge**: 0
**Strongest force on any atom**: 2.933 eV Å⁻¹

***

No. 4
Below is a molecular structure, C23H26AlN3O6S, with properties calculated with ωB97M-V with the def2-TZVPD basis set.

Each line ends with the natural charge from an NBO analysis.
Element x y z (Å)
1 Al 0.5028 -1.2346 -0.5274  1.885
2 O -2.8414 0.3629 0.5906  -0.743
3 C -3.3090 -0.5551 1.5676  -0.072
4 C -3.4001 -1.9664 1.0125  -0.234
5 N -2.1023 -2.4800 0.5767  -0.456
6 C -2.1999 -3.4773 -0.4757  -0.322
7 C -0.8421 -3.7581 -1.1233  0.804
8 O -0.5544 -4.8580 -1.5243  -0.589
9 O -0.0684 -2.7010 -1.2450  -0.926
10 C -1.2619 -2.9220 1.6909  -0.349
11 C -0.2793 -1.8535 2.1723  0.805
12 O -0.0571 -1.6699 3.3427  -0.595
13 O 0.3042 -1.1855 1.1974  -0.924
14 H -2.0226 -0.0027 0.2329  0.485
15 H -4.3054 -0.2244 1.8563  0.181
16 H -2.6771 -0.5356 2.4622  0.172
17 H -4.0685 -1.9464 0.1502  0.202
18 H -3.8506 -2.6171 1.7753  0.175
19 H -2.8477 -3.0819 -1.2605  0.219
20 H -2.6136 -4.4348 -0.1439  0.195
21 H -0.6458 -3.7651 1.3649  0.227
22 H -1.8512 -3.2602 2.5456  0.208
23 S 2.5669 -0.6034 -1.1049  -0.399
24 C 3.6248 -1.7011 -0.1916  -0.022
25 C 3.2758 -3.0224 0.0917  -0.280
26 C 4.1490 -3.8453 0.7893  -0.184
27 C 5.3835 -3.3693 1.2059  -0.236
28 C 5.7389 -2.0588 0.9215  -0.201
29 C 4.8676 -1.2287 0.2295  -0.273
30 H 2.3286 -3.4170 -0.2571  0.222
31 H 3.8614 -4.8689 0.9997  0.213
32 H 6.0648 -4.0191 1.7398  0.211
33 H 6.6976 -1.6727 1.2461  0.209
34 H 5.1420 -0.2037 0.0139  0.211
35 C -0.6808 4.7777 -1.6319  -0.419
36 N -0.8525 3.3886 -2.0139  -0.147
37 N -0.5314 2.3672 -1.1559  -0.205
38 C -0.6565 1.1918 -1.8150  0.616
39 O -0.4405 0.0901 -1.2220  -0.838
40 C -1.0547 1.4839 -3.1296  -0.383
41 C -1.1598 2.8559 -3.2105  0.253
42 C -1.5316 3.6953 -4.3857  -0.657
43 C -0.1779 2.5763 0.2202  0.144
44 C 1.1418 2.4221 0.6115  -0.220
45 C 1.4670 2.6010 1.9476  -0.184
46 C 0.4817 2.9419 2.8638  -0.179
47 C -0.8388 3.0889 2.4563  -0.206
48 C -1.1777 2.8975 1.1268  -0.213
49 H 0.2437 4.8936 -1.0707  0.236
50 H -1.5096 5.1300 -1.0200  0.220
51 H -0.6207 5.3720 -2.5369  0.228
52 H -1.2379 0.7665 -3.9127  0.253
53 H -2.0556 3.0777 -5.1106  0.248
54 H -0.6414 4.1011 -4.8707  0.240
55 H -2.1780 4.5255 -4.1042  0.232
56 H 1.8884 2.1179 -0.1122  0.249
57 H 2.4898 2.4595 2.2725  0.228
58 H 0.7392 3.0745 3.9077  0.223
59 H -1.6087 3.3260 3.1788  0.223
60 H -2.2072 2.9546 0.7954  0.238

Atoms 1-2, force components in eV/Å:
0.2 -0.1 0.1
-0.1 0.0 0.1

Summary:
**Energy above the lowest of the compared OMol25 structures with the same formula, charge and spin**: 0.0 kJ/mol
**Energy**: -2148.6003 a.u.
**E_HOMO**: -0.2811 Eh
**Gap between HOMO and LUMO**: 7.693 eV
**LUMO level**: 0.0016 Eh
**Charge**: 0
**Strongest force on any atom**: 0.510 eV Å⁻¹

***

No. 5
Below is C19H23N5O7 in the gas phase, with properties calculated with ωB97M-V with the def2-TZVPD basis set.

Each line ends with the natural charge from an NBO analysis.
Element x y z (Å)
1 C 2.9313 -2.7854 5.0856  -0.624
2 C 2.6753 -1.7319 4.0255  -0.071
3 O 1.2831 -1.7509 3.6996  -0.512
4 C 0.8582 -0.8046 2.8548  0.791
5 O 1.5949 0.0302 2.3660  -0.660
6 C -0.5704 -0.8956 2.6238  -0.071
7 N -1.3641 -1.8377 3.2724  -0.577
8 C -2.6825 -1.6488 2.9657  0.755
9 O -3.6424 -2.2746 3.3393  -0.637
10 N -2.6786 -0.5487 2.1186  -0.584
11 C -1.4085 -0.0988 1.8876  0.225
12 C -1.1208 1.0352 0.9492  -0.263
13 N -0.9093 0.6617 -0.4346  -0.417
14 C -2.0335 0.0807 -1.1376  -0.274
15 C -2.4276 -1.3070 -0.7202  0.259
16 C -1.7330 -2.4752 -0.6015  -0.317
17 C -2.6526 -3.4416 -0.1215  -0.312
18 C -3.8392 -2.7961 0.0119  0.090
19 O -3.7145 -1.5048 -0.3440  -0.423
20 C 0.3840 0.0612 -0.7226  -0.289
21 C 1.3925 1.1433 -0.9224  0.286
22 N 2.2286 1.5948 0.0553  -0.607
23 C 3.0194 2.6337 -0.4114  0.744
24 O 3.8607 3.2471 0.1993  -0.643
25 N 2.6282 2.8029 -1.7144  -0.577
26 C 1.6284 1.8945 -2.0414  -0.078
27 C 1.0111 1.7969 -3.3503  0.768
28 O 0.1480 1.0005 -3.6485  -0.627
29 O 1.5337 2.6953 -4.2067  -0.516
30 C 0.9904 2.7142 -5.5256  -0.074
31 C -0.2897 3.5354 -5.5888  -0.634
32 H 2.6556 -3.7685 4.7135  0.213
33 H 3.9852 -2.7877 5.3465  0.222
34 H 2.3460 -2.5727 5.9761  0.215
35 H 3.2525 -1.9323 3.1158  0.189
36 H 2.9402 -0.7306 4.3822  0.196
37 H -1.0099 -2.5525 3.8838  0.436
38 H -3.5139 -0.1892 1.6849  0.434
39 H -1.9635 1.7338 0.9788  0.211
40 H -0.2229 1.5535 1.2913  0.241
41 H -2.9003 0.7331 -0.9958  0.212
42 H -1.7715 0.0956 -2.2005  0.247
43 H -0.7002 -2.6388 -0.8299  0.228
44 H -2.4518 -4.4714 0.0899  0.231
45 H -4.8017 -3.1227 0.3495  0.213
46 H 0.7181 -0.6146 0.0736  0.201
47 H 0.2989 -0.4905 -1.6586  0.247
48 H 2.2650 1.2117 0.9920  0.459
49 H 3.0127 3.4805 -2.3492  0.433
50 H 1.7725 3.1537 -6.1482  0.190
51 H 0.7944 1.6848 -5.8429  0.200
52 H -0.1068 4.5466 -5.2333  0.210
53 H -0.6451 3.5775 -6.6143  0.217
54 H -1.0545 3.0750 -4.9683  0.223

Atoms 1-2, force components in eV/Å:
-0.3 0.2 -0.3
0.6 0.1 0.1

Summary:
**Energy above the lowest of the compared OMol25 structures with the same formula, charge and spin**: 4.7 kJ/mol
**Energy**: -1538.3659 a.u.
**E_HOMO**: -0.2903 Eh
**Gap between HOMO and LUMO**: 8.399 eV
**LUMO level**: 0.0184 Eh
**SMILES**: CCOC(=O)c1[nH]c(=O)[nH]c1CN(Cc1ccco1)Cc1[nH]c(=O)[nH]c1C(=O)OCC
**Charge**: 0
**Strongest force on any atom**: 0.896 eV Å⁻¹

***

No. 6
Below is a molecular structure, C24H19GeKO3S4, with properties calculated with ωB97M-V with the def2-TZVPD basis set.

Each line ends with the natural charge from an NBO analysis.
Element x y z (Å)
1 K -1.0512 4.8609 -2.1810  0.931
2 O -1.2751 3.0346 -8.2558  -0.652
3 C -1.2658 3.7637 -7.2796  0.151
4 S 0.1788 4.4452 -6.5520  0.277
5 C -0.5766 5.3924 -5.2470  -0.426
6 C -1.9294 5.3078 -5.1743  -0.424
7 S -3.0843 6.0400 -4.0773  -0.570
8 S -2.6996 4.2767 -6.4025  0.276
9 S 0.5903 6.2739 -4.2870  -0.572
10 O -1.4629 3.3553 0.1320  -0.759
11 C -1.0400 2.1889 0.1314  0.795
12 O -0.0637 1.7450 0.8126  -0.788
13 C -1.7520 1.1298 -0.7211  -0.529
14 C -0.8427 -0.0551 -1.0156  -0.833
15 Ge 0.1162 -0.5547 0.6325  1.670
16 C -1.0745 -0.5823 2.2102  -0.341
17 C -1.0159 0.3657 3.2312  -0.220
18 C -1.8794 0.3076 4.3164  -0.231
19 C -2.8420 -0.6907 4.3926  -0.218
20 C -2.9296 -1.6316 3.3774  -0.239
21 C -2.0463 -1.5779 2.3056  -0.231
22 C 0.2880 -2.5729 0.3859  -0.426
23 C 0.6101 -3.3848 1.4778  -0.160
24 C 0.8015 -4.7521 1.3482  -0.252
25 C 0.6769 -5.3554 0.1009  -0.229
26 C 0.3600 -4.5756 -1.0000  -0.230
27 C 0.1687 -3.2041 -0.8508  -0.236
28 C 2.0346 -0.1990 0.9696  -0.445
29 C 2.9929 -1.0943 0.4914  -0.142
30 C 4.3505 -0.8990 0.7169  -0.253
31 C 4.7804 0.1939 1.4525  -0.224
32 C 3.8433 1.0935 1.9422  -0.229
33 C 2.4906 0.9055 1.6939  -0.182
34 H -2.1620 1.5917 -1.6211  0.217
35 H -2.6139 0.7987 -0.1310  0.216
36 H -0.1222 0.1875 -1.7999  0.228
37 H -1.4217 -0.9200 -1.3474  0.213
38 H -0.3060 1.1793 3.1590  0.232
39 H -1.8118 1.0559 5.0976  0.200
40 H -3.5247 -0.7288 5.2336  0.194
41 H -3.6838 -2.4091 3.4178  0.197
42 H -2.1133 -2.3335 1.5302  0.212
43 H 0.7126 -2.9315 2.4599  0.200
44 H 1.0492 -5.3497 2.2185  0.196
45 H 0.8261 -6.4233 -0.0088  0.194
46 H 0.2612 -5.0316 -1.9787  0.199
47 H -0.0752 -2.6181 -1.7314  0.208
48 H 2.6807 -1.9650 -0.0719  0.203
49 H 5.0697 -1.6045 0.3168  0.197
50 H 5.8374 0.3490 1.6360  0.195
51 H 4.1671 1.9594 2.5081  0.200
52 H 1.7786 1.6423 2.0357  0.241

Atoms 1-2, force components in eV/Å:
-0.1 -0.1 0.1
0.0 0.0 0.0

Summary:
**Energy above the lowest of the compared OMol25 structures with the same formula, charge and spin**: 9.1 kJ/mol
**Energy**: -5421.4521 a.u.
**E_HOMO**: -0.0272 Eh
**Gap between HOMO and LUMO**: 4.728 eV
**LUMO level**: 0.1466 Eh
**Charge**: -2
**Strongest force on any atom**: 0.278 eV Å⁻¹